No. 1
C19H48F6KN5O25S6 | the ωB97M-V functional and the def2-TZVPD basis

```
110
Properties=species:S:1:pos:R:3:mulliken_charge:R:1
K 1.10788 1.82647 -3.73274 0.942
C -1.05367 -1.83782 -2.38526 0.365
F -1.19734 -1.51217 -3.66496 -0.142
F -2.24247 -1.58348 -1.74978 -0.132
F -0.81281 -3.11871 -2.25497 -0.182
S 0.38701 -0.82005 -1.51042 0.923
O 0.59180 -1.54038 -0.19601 -0.050
O 1.57706 -0.85649 -2.38776 -0.854
N -0.16966 0.80137 -1.52582 -0.222
S -0.18405 1.07528 0.02232 -0.207
O -1.30536 0.32102 0.66051 -0.331
O 1.09680 1.04402 0.69496 0.038
C -0.65094 2.93004 0.01018 0.286
F -1.95794 3.05921 -0.18079 -0.162
F -0.22661 3.45711 1.17029 -0.128
F -0.02034 3.59494 -0.98146 -0.199
C -3.28825 1.56034 -2.33600 -0.319
O -2.18762 1.48842 -3.18599 -0.485
H -3.55887 2.61393 -2.26657 0.187
H -4.10317 0.94985 -2.72497 0.187
H -2.86518 1.10952 -1.43831 0.081
H -1.46623 1.13772 -2.65853 0.538
O -4.63991 5.45501 -1.87179 -0.580
S -3.77363 6.66740 -2.04186 1.142
O -3.55269 7.26576 -3.37469 -0.623
O -4.24861 7.91331 -0.98451 -0.308
C -4.97653 7.65120 0.25862 -0.076
C -5.04927 9.02354 0.90036 -1.250
C -2.08308 6.25847 -1.51167 -0.921
H -4.45241 6.91910 0.87297 0.306
H -6.00790 7.33497 0.10245 0.278
H -4.04895 9.34441 1.19104 0.325
H -5.60776 8.88250 1.82572 0.399
H -5.59295 9.73523 0.27906 0.312
H -1.64763 5.47001 -2.12552 0.279
H -2.05585 5.95104 -0.46628 0.253
H -1.46818 7.15604 -1.57767 0.443
O 4.96638 1.18796 2.19144 -0.472
S 4.97114 2.62251 2.41621 1.023
O 5.76528 3.26495 3.53221 -0.638
O 5.42992 3.40254 0.99649 -0.367
C 5.48897 2.73401 -0.26532 -0.440
C 4.12777 2.64349 -0.97046 -0.421
C 3.27744 3.27010 2.58672 -0.464
H 5.99645 1.77089 -0.21096 0.254
H 6.15351 3.28741 -0.92884 0.365
H 3.67664 3.62976 -1.07927 0.289
H 3.53177 1.97665 -0.34740 -0.170
H 4.30236 2.32296 -1.99753 0.430
H 2.80684 2.75109 3.42174 0.183
H 2.73570 3.00924 1.67756 -0.037
H 3.35863 4.35013 2.70932 0.435
O 6.68857 -4.93428 2.04628 -0.600
S 6.70666 -3.64356 1.32412 1.168
O 7.43828 -3.52209 0.06103 -0.627
O 5.10774 -3.12117 1.12183 -0.260
C 4.95363 -1.94554 0.40076 -0.140
C 3.43298 -1.70449 0.22440 -0.613
C 7.31208 -2.33699 2.51615 -0.671
H 5.44720 -1.93950 -0.57108 0.334
H 5.35421 -1.08852 0.94219 0.065
H 3.22611 -0.74574 -0.25111 0.029
H 2.95485 -1.57918 1.19589 0.193
H 3.01988 -2.53239 -0.35182 0.331
H 8.38058 -2.24988 2.31910 0.332
H 7.38111 -2.79091 3.50473 0.335
H 6.70713 -1.43224 2.45634 0.111
O -0.09045 -8.81529 1.93126 -0.609
S 0.45807 -7.54673 2.45444 1.130
O 1.82545 -7.14687 2.11945 -0.599
O -0.49917 -6.32373 2.00157 -0.291
C -0.29067 -5.01387 2.40066 -0.526
C -0.26643 -4.15298 1.16379 -0.979
C 0.30702 -7.44442 4.30619 -0.831
H 0.63652 -4.91792 2.96567 0.510
H -1.02032 -4.67454 3.13590 0.305
H 0.54914 -4.24585 0.44662 0.473
H -0.18892 -3.12992 1.53183 0.185
H -1.13413 -4.29847 0.52033 0.238
H -0.62485 -7.96522 4.52637 0.301
H 0.31982 -6.38049 4.54282 0.288
H 1.13164 -7.89952 4.85482 0.357
C -2.47387 -4.41667 -4.65575 -0.491
N -2.80780 -5.14881 -3.39595 0.942
O -2.20667 -6.21917 -3.21308 -0.548
O -3.60611 -4.58841 -2.65142 -0.492
H -2.81498 -3.39784 -4.47215 -0.148
H -3.06322 -4.76963 -5.50203 0.380
H -1.40800 -4.47200 -4.87704 0.310
C -4.07621 -1.45994 1.70299 -0.715
N -3.97305 -2.85832 1.24648 1.022
O -3.37984 -3.66561 1.92883 -0.551
O -4.54364 -3.11688 0.21200 -0.553
H -4.31212 -0.81997 0.85277 0.287
H -3.12469 -1.19293 2.16280 0.178
H -4.78693 -1.48180 2.52913 0.338
C -3.20978 -0.81795 -5.79807 -0.610
N -4.30265 -0.02224 -6.43133 0.905
O -4.57463 1.00773 -5.87498 -0.504
O -4.70830 -0.29447 -7.57043 -0.572
H -2.45746 -0.18739 -5.32425 0.197
H -2.84279 -1.44417 -6.61125 0.329
H -3.71749 -1.40333 -5.03147 0.255
C 0.47103 0.37947 4.61178 -0.448
N 0.21046 1.85248 4.64566 0.781
O 0.07748 2.42390 3.55309 -0.431
O -0.08079 2.32241 5.72790 -0.546
H -0.46961 -0.12788 4.39750 0.237
H 0.88860 0.15927 5.59425 0.311
H 1.21585 0.33060 3.81746 0.110
```

The value obtained for the frontier orbital gap is 8.90 eV. The value obtained for the total energy is -176743.0115 eV. As for the LUMO energy: -0.06057 hartree.

=====

No. 2
C19H49BrCl5MgN7O9P2 | the ωB97M-V functional and the def2-TZVPD basis

```
93
Properties=species:S:1:pos:R:3:mulliken_charge:R:1
Br 5.65593 -1.64306 1.83162 0.147
N 3.89561 -1.98704 1.42839 -0.323
C 3.23236 -1.43583 0.45868 0.530
N 3.72577 -0.41689 -0.33620 -0.135
C 3.27326 0.86061 0.33186 -0.717
C 1.93303 0.56278 1.04771 -0.474
C 1.13130 -0.54370 0.35222 -0.545
N 1.95319 -1.80001 0.17244 -0.225
H 3.40825 -2.64156 2.02499 0.232
H 4.74587 -0.47308 -0.38345 0.078
H 4.01428 1.06617 1.11084 0.293
H 3.20800 1.70157 -0.35449 0.542
H 1.36379 1.49681 1.00975 0.338
H 2.10403 0.38304 2.11980 0.301
H 0.28286 -0.78412 0.99248 0.332
H 0.77895 -0.19788 -0.61758 0.344
H 1.63317 -2.51860 0.81369 0.333
C 7.60162 0.34390 -3.03407 -1.137
C 7.39716 -0.58641 -1.86741 0.988
O 7.11680 -0.16099 -0.75843 -0.607
C 7.55770 -2.05236 -2.12201 -1.124
H 7.46094 1.37428 -2.71060 0.249
H 8.61722 0.23119 -3.41477 0.386
H 6.88119 0.12182 -3.82236 0.289
H 8.57724 -2.27418 -2.46415 0.503
H 6.83216 -2.38259 -2.87000 0.341
H 7.38510 -2.60079 -1.19900 0.113
C -2.08486 5.40998 4.90597 -1.091
O -1.85425 4.61004 3.70560 -0.264
P -1.62043 2.96218 3.95858 0.762
O -0.83495 2.64753 2.71587 -0.463
O -3.19093 2.59482 3.83002 -0.309
C -3.84505 2.82362 2.57469 -0.529
O -1.35914 1.44750 4.78926 -0.301
C -1.80196 0.24586 4.12930 -0.504
H -2.25003 6.44033 4.60224 0.323
H -2.96253 5.04514 5.43904 0.438
H -1.21654 5.36992 5.55079 0.394
H -3.14658 2.78618 1.74005 0.353
H -4.34331 3.79199 2.59313 0.348
H -4.59379 2.04627 2.43781 0.067
H -1.52523 0.25160 3.07729 0.181
H -2.87858 0.13824 4.23489 0.217
H -1.32025 -0.60946 4.61835 0.385
O -4.74199 0.82732 0.02549 -0.873
P -5.13370 -0.35603 -0.84738 0.841
N -5.24101 0.47725 -2.35895 0.153
C -6.27724 1.46512 -2.61043 -1.043
C -3.94564 1.00476 -2.78150 -1.173
N -6.63582 -0.69153 -0.06987 0.221
C -7.93760 -0.41262 -0.63094 -1.060
C -6.65615 -0.51169 1.37804 -1.024
N -5.26334 -1.87563 -1.65948 0.049
C -5.46956 -2.11392 -3.07831 -0.816
C -5.28454 -3.08577 -0.84822 -1.086
H -6.09797 1.96634 -3.56289 0.384
H -6.33791 2.23005 -1.82642 0.263
H -7.25171 0.99275 -2.72673 0.300
H -3.16273 0.25130 -2.64147 0.392
H -3.65991 1.89909 -2.21506 0.288
H -3.96152 1.25126 -3.84499 0.372
H -8.16688 0.66011 -0.62758 0.339
H -8.71609 -0.91995 -0.05551 0.355
H -8.02678 -0.80110 -1.64748 0.239
H -6.82009 0.53594 1.66237 0.304
H -5.71513 -0.83813 1.82076 0.273
H -7.44457 -1.12186 1.82522 0.370
H -6.44431 -1.74522 -3.40384 0.244
H -5.43084 -3.18300 -3.30019 0.387
H -4.69644 -1.65406 -3.69076 0.257
H -6.29572 -3.49967 -0.79903 0.321
H -4.95264 -2.88289 0.16969 0.311
H -4.61233 -3.84778 -1.25189 0.422
Cl -2.33062 7.02312 7.08015 -0.696
O 1.04043 2.24478 -2.03923 -0.590
H 1.30708 1.41864 -1.62597 0.198
H 0.60487 2.73793 -1.33468 0.333
Mg 0.22117 0.88746 6.16872 0.887
O 3.40780 0.59569 6.37190 -0.713
H 3.82943 0.68044 5.50727 0.204
C 3.79512 3.30085 -4.68422 0.315
Cl 4.60796 2.46116 -3.35085 -0.038
Cl 5.01285 3.96049 -5.78165 -0.104
Cl 2.76861 2.15850 -5.55875 -0.109
Cl 2.80492 4.61471 -4.04532 -0.092
O 9.70181 -3.98132 -1.87677 -0.854
H 9.33003 -4.24349 -1.02642 0.182
C 6.84081 -6.56711 -1.45148 -0.686
C 7.97199 -6.63226 -0.52949 0.305
N 8.85518 -6.67658 0.18340 -0.371
H 7.16626 -6.12553 -2.39200 0.255
H 6.45636 -7.56846 -1.63696 0.321
H 6.04978 -5.95423 -1.02315 0.184
```

The value obtained for the frontier orbital gap is 1.09 eV. The value obtained for the total energy is -206018.5323 eV. As for the LUMO energy: -0.17629 hartree.

=====

No. 3
C19H49FN4Si | the ωB97M-V functional and the def2-TZVPD basis

```
74
Properties=species:S:1:pos:R:3:mulliken_charge:R:1
C 3.10518 5.61751 1.07959 -1.159
Si 1.73054 4.76572 0.15026 0.400
F 1.03962 3.76996 1.23356 -0.313
C 2.40637 3.68461 -1.21695 -0.688
C 2.76165 2.24541 -0.79274 -0.810
N 1.68678 1.31782 -1.15707 -0.168
C 0.44589 5.97630 -0.48399 -0.816
C -1.04645 5.64442 -0.28647 -1.005
C -1.44828 4.22826 -0.73723 -0.171
C -1.85701 3.30039 0.41674 -1.052
N -1.63336 1.87864 0.18296 -0.449
H 2.78702 6.55972 1.52783 0.321
H 3.45818 4.96832 1.88385 0.292
H 3.95341 5.82699 0.42488 0.384
H 3.27970 4.19174 -1.64252 0.511
H 1.66634 3.62221 -2.01956 0.400
H 2.89122 2.17277 0.29045 0.323
H 3.72311 1.95670 -1.23181 0.365
H 1.82145 0.95800 -2.09468 0.176
H 1.63988 0.51914 -0.53690 -0.017
H 0.65368 6.96796 -0.07142 0.512
H 0.63415 6.06236 -1.56246 0.356
H -1.31481 5.77230 0.76648 0.396
H -1.62572 6.39024 -0.83457 0.362
H -0.61506 3.76000 -1.27400 0.028
H -2.27319 4.28286 -1.45246 0.526
H -2.91509 3.45510 0.64777 0.358
H -1.29747 3.56754 1.31282 0.531
H -2.06330 1.60059 -0.69455 0.094
H -0.63596 1.73078 0.04316 0.231
C 0.56453 -3.99061 -1.88559 -1.677
C -0.50629 -2.92264 -1.73051 0.596
N -0.22189 -1.70520 -2.46840 0.469
C -1.07388 -0.59667 -2.07194 0.016
C -2.57293 -0.69060 -2.38150 -1.406
C 0.01276 -1.86429 -3.89471 -0.710
C -1.08285 -2.54545 -4.72424 -1.047
H 1.54851 -3.58887 -1.63710 0.345
H 0.35276 -4.82393 -1.21387 0.427
H 0.60504 -4.39086 -2.89959 0.421
H -0.55975 -2.63131 -0.67778 -0.345
H -1.48736 -3.36152 -1.97418 0.243
H -0.66873 0.31441 -2.52203 0.389
H -0.94868 -0.47785 -0.99192 -0.320
H -2.78418 -0.54523 -3.44063 0.240
H -3.11375 0.08112 -1.83007 0.456
H -2.98935 -1.65297 -2.08039 0.273
H 0.94069 -2.42706 -4.02167 0.454
H 0.20881 -0.86664 -4.29745 0.373
H -1.44401 -3.45293 -4.23737 0.261
H -0.68333 -2.83390 -5.69812 0.401
H -1.93993 -1.89608 -4.89642 0.256
C 0.38263 -4.15100 5.39672 -1.432
C 0.55922 -3.06746 4.34486 -0.323
N 0.52136 -3.58354 2.98709 0.158
C 0.98176 -2.63277 1.99181 -0.966
C 0.16428 -1.35533 1.77500 0.079
C -0.66666 -4.34569 2.63131 -0.506
C -2.03051 -3.66290 2.79554 -0.966
H 1.10710 -4.95288 5.24799 0.334
H 0.53225 -3.72807 6.39084 0.440
H -0.61759 -4.58535 5.37452 0.291
H 1.54118 -2.60309 4.47382 0.447
H -0.18034 -2.27119 4.52666 0.263
H 1.06002 -3.16669 1.03884 0.180
H 2.00406 -2.34972 2.26233 0.455
H -0.77185 -1.54716 1.25244 -0.172
H 0.73876 -0.65713 1.16103 -0.266
H -0.07365 -0.84596 2.70920 0.513
H -0.66676 -5.26373 3.22325 0.405
H -0.53895 -4.66176 1.59203 0.162
H -2.11095 -3.15908 3.76025 0.254
H -2.82478 -4.41030 2.74985 0.386
H -2.22522 -2.92449 2.01913 0.232
```

The value obtained for the frontier orbital gap is 8.80 eV. The value obtained for the total energy is -37055.4067 eV. As for the SMILES: C[Si@](F)(CCN)CCCCN.CCN(CC)CC.CCN(CC)CC. As for the LUMO energy: 0.02865 hartree.